Below is an isolated molecule of C4H10N2 in a non-equilibrium geometry, with properties calculated with ωB97M-V with the def2-TZVPD basis set.

Summary:
energy relative to the best compared isomer or geometry (same formula, charge and spin) = 4.4183 eV
LUMO = 0.9 eV
SMILES string = C=CN(C)NC
largest force on an atom = 4.9 eV/Å
total charge = 0
HOMO energy = -0.3205 hartree

Last column: Mulliken charge in e.
Positions of all 16 atoms, in Å:
1 C 1.1750 -0.0554 2.0750  -0.69
2 C 1.4907 -0.5621 0.8382  0.01
3 N 0.7023 -0.1539 -0.2734  -0.15
4 C 0.1496 1.1367 -0.1567  -1.00
5 N -0.7093 -1.1246 -0.6810  -0.40
6 C -1.9452 -0.5759 -0.1246  -0.78
7 H 1.8284 -0.1984 2.9541  0.25
8 H 0.3394 0.5657 2.2614  0.28
9 H 2.4172 -1.1426 0.6937  0.31
10 H -0.0702 1.5750 -1.1231  0.32
11 H -0.8810 1.2660 0.4173  0.20
12 H 0.8777 1.8931 0.3312  0.38
13 H -0.6889 -0.9823 -1.6200  0.28
14 H -2.8255 -1.1449 -0.6030  0.32
15 H -1.9500 -0.7139 0.9367  0.37
16 H -2.3003 0.5037 -0.2536  0.30

Cartesian forces (eV/Å) of the 2 atoms listed first:
C 2.227 -1.578 -1.034
C -1.369 0.915 2.626

---

Below is C32H23ClF3N2O10PSTa as an isolated structure in a non-equilibrium geometry, with properties calculated with ωB97M-V with the def2-TZVPD basis set.

Summary:
energy relative to the best compared isomer or geometry (same formula, charge and spin) = 4.1992 eV
LUMO = -3.5 eV
largest force on an atom = 1.2 eV/Å
total charge = +1
HOMO energy = -0.4076 hartree

Last column: Mulliken charge in e.
Positions of all 74 atoms, in Å:
1 Ta -0.3102 -0.3160 0.2128  0.74
2 O 1.3816 3.7673 2.5851  -0.50
3 C 0.8348 2.9476 1.6791  0.09
4 O 1.4290 2.4726 0.7556  -0.35
5 C -0.6345 2.7374 1.9271  0.09
6 C -1.3331 3.6130 2.7528  -0.86
7 C -2.7121 3.5240 2.8252  -0.77
8 C -3.3469 2.5556 2.0613  -0.99
9 C -2.5660 1.6963 1.3149  0.90
10 N -1.2336 1.7626 1.2406  0.81
11 C -3.1954 0.5548 0.5699  0.19
12 O -4.3674 0.3544 0.4393  -0.66
13 O -2.2515 -0.2250 0.0591  -0.27
14 H 2.3174 3.8606 2.3448  0.38
15 H -0.7894 4.3678 3.2986  0.61
16 H -3.2752 4.2014 3.4512  0.49
17 H -4.4196 2.4254 2.0430  0.61
18 C 0.7679 -3.5953 -5.1757  -0.61
19 C 1.5613 -3.9499 -4.0913  -0.74
20 C 1.8318 -3.0196 -3.1031  -0.47
21 C 1.3188 -1.7258 -3.1986  0.23
22 C 0.5214 -1.3761 -4.2808  -0.62
23 C 0.2501 -2.3126 -5.2682  -0.71
24 P 1.6497 -0.5998 -1.8328  2.35
25 C 3.4161 -0.2075 -1.8805  0.58
26 C 4.2568 -0.7051 -2.8726  -0.79
27 C 5.5829 -0.2988 -2.9200  -0.72
28 C 6.0712 0.5985 -1.9845  -0.63
29 C 5.2325 1.1022 -0.9986  -0.89
30 C 3.9080 0.7030 -0.9457  0.03
31 C 0.8598 0.9687 -2.2062  0.21
32 C 1.2177 1.8666 -3.2134  -0.17
33 C 0.4375 2.9834 -3.4118  -0.85
34 C -0.6954 3.1833 -2.6187  -0.93
35 C -1.0174 2.3064 -1.6020  -0.48
36 C -0.2117 1.1820 -1.3455  0.29
37 H 0.5518 -4.3217 -5.9477  0.41
38 H 1.9626 -4.9510 -4.0129  0.45
39 H 2.4414 -3.3064 -2.2527  0.51
40 H 0.1044 -0.3804 -4.3573  0.37
41 H -0.3695 -2.0369 -6.1108  0.43
42 H 3.8829 -1.4052 -3.6074  0.40
43 H 6.2333 -0.6879 -3.6916  0.44
44 H 7.1060 0.9109 -2.0250  0.40
45 H 5.6088 1.8063 -0.2693  0.47
46 H 3.2610 1.1248 -0.1878  0.09
47 H 2.0869 1.6758 -3.8324  0.57
48 H 0.6843 3.6955 -4.1877  0.45
49 H -1.3270 4.0438 -2.8005  0.44
50 H -1.9017 2.5173 -1.0188  0.42
51 S -0.9862 -0.5434 2.8589  -0.25
52 C -2.0208 -1.8766 3.1850  0.98
53 N -2.9897 -2.2511 2.3218  0.23
54 C -3.8580 -3.2638 2.5306  -0.18
55 C -3.8106 -3.9671 3.6985  -0.82
56 C -2.8359 -3.6092 4.6410  -0.16
57 C -1.9541 -2.5875 4.3928  -0.95
58 H -3.0421 -1.7704 1.4299  -0.21
59 H -4.5546 -3.4513 1.7277  0.49
60 H -4.5046 -4.7742 3.8723  0.45
61 H -2.7670 -4.1509 5.5747  0.41
62 H -1.1904 -2.3164 5.1055  0.48
63 O -2.6807 -3.0510 -0.4327  -0.57
64 Cl -1.2816 -2.9858 -0.5774  1.77
65 O -0.6305 -2.5371 0.7089  -0.75
66 O -0.7158 -4.1661 -1.0652  -0.58
67 O -0.8680 -1.8146 -1.4035  -0.68
68 F 2.9018 -2.4465 0.7528  -0.20
69 C 2.8036 -1.8892 1.9686  0.58
70 F 3.9548 -2.0369 2.6082  -0.26
71 F 1.8471 -2.5347 2.6372  -0.24
72 C 2.4776 -0.3927 1.8302  0.24
73 O 3.1919 0.4820 2.2153  -0.49
74 O 1.3222 -0.1684 1.2218  0.25

Cartesian forces (eV/Å) of the 2 atoms listed first:
Ta 0.073 -0.121 0.349
O -0.012 -0.139 -0.146

---

Below is an isolated molecule of C9H8F3O2P in a non-equilibrium geometry, with properties calculated with ωB97M-V with the def2-TZVPD basis set.

Summary:
energy relative to the best compared isomer or geometry (same formula, charge and spin) = 1.9615 eV
LUMO = 0.3 eV
SMILES string = O=PO[C@H]1C#CC[C@@H](C(F)(F)F)C/C=C\1
largest force on an atom = 4.6 eV/Å
total charge = 0
HOMO energy = -0.3527 hartree

Last column: Mulliken charge in e.
Positions of all 23 atoms, in Å:
1 O -5.0974 0.7922 0.2212  -0.47
2 P -4.0405 -0.0629 0.5916  0.42
3 O -3.3668 -0.5726 -0.7826  -0.28
4 C -1.9560 -1.3119 -0.9780  0.24
5 C -1.2578 -0.2022 -1.5487  -0.57
6 C -0.5665 0.7535 -1.7080  0.43
7 C 0.5367 1.5406 -1.2112  -1.28
8 C 0.6623 1.2480 0.2717  0.28
9 C -0.5747 1.8538 1.0351  0.51
10 F -0.7620 3.1588 0.7925  -0.30
11 F -1.7483 1.2722 0.7842  0.00
12 F -0.3814 1.8470 2.3845  -0.31
13 C 0.8723 -0.1907 0.5505  -1.01
14 C -0.3089 -0.9646 0.9577  0.10
15 C -1.3711 -1.5647 0.3800  -1.06
16 H -2.4006 -2.1926 -1.4892  0.40
17 H 1.4045 1.4459 -1.6940  0.57
18 H 0.1865 2.5424 -1.4360  0.43
19 H 1.6112 1.9404 0.6241  0.37
20 H 1.4629 -0.1193 1.4467  0.37
21 H 1.3440 -0.7147 -0.2522  0.41
22 H -0.1887 -1.3594 1.9349  0.38
23 H -1.8541 -2.1782 1.1201  0.38

Cartesian forces (eV/Å) of the 2 atoms listed first:
O -3.424 2.744 -0.954
P 3.072 -2.940 0.847

---

Below is a 3-piece molecular cluster, C27H27NO13 overall in a non-equilibrium geometry, with properties calculated with ωB97M-V with the def2-TZVPD basis set.

Summary:
LUMO = -1.8 eV
SMILES string = Cc1ccc(C[C@@](O)(CCCCO)OC(=O)OC#N)cc1.O=C1C=C(O)C(=O)C=C1O.O=C1C=C(O)C(=O)C=C1O
largest force on an atom = 2.9 eV/Å
total charge = 0
HOMO energy = -0.3390 hartree

Last column: Mulliken charge in e.
Positions of all 68 atoms, in Å:
1 C -4.9725 2.3968 0.4351  -1.41
2 C -4.2142 1.4169 -0.4379  0.82
3 C -4.5956 1.2208 -1.7598  -0.75
4 C -3.9593 0.3251 -2.5810  -0.91
5 C -2.8814 -0.4349 -2.1287  1.02
6 C -2.2980 -1.4228 -3.1258  -1.85
7 C -0.9141 -2.0478 -2.8406  0.57
8 O -0.4563 -2.4906 -4.1241  -0.67
9 C 0.1591 -1.0240 -2.3652  -0.27
10 C 1.2512 -1.5891 -1.4195  -1.10
11 C 1.6778 -0.4783 -0.4022  0.15
12 C 2.1769 -1.1046 0.9403  -0.85
13 O 1.1735 -0.8856 1.9388  -0.47
14 O -0.9308 -3.2846 -2.1133  -0.48
15 C -1.7445 -3.3234 -1.0641  0.43
16 O -2.9171 -3.5446 -1.0410  -0.45
17 O -1.0494 -3.1565 0.1684  -0.23
18 C -1.8318 -3.3692 1.1970  0.61
19 N -2.4100 -3.5319 2.1915  -0.53
20 C -2.5076 -0.2160 -0.8210  1.15
21 C -3.1345 0.6869 0.0092  -1.46
22 H -6.0434 2.2710 0.2273  0.39
23 H -4.7012 3.4425 0.2680  0.27
24 H -4.8351 2.1004 1.4819  0.37
25 H -5.4419 1.7753 -2.1645  0.38
26 H -4.3391 0.2086 -3.5952  0.43
27 H -2.2122 -0.9085 -4.0911  0.67
28 H -3.0326 -2.2217 -3.2975  0.43
29 H -0.3869 -1.7274 -4.7018  0.47
30 H 0.6861 -0.6623 -3.2572  0.51
31 H -0.2591 -0.1345 -1.9067  0.02
32 H 0.9440 -2.4381 -0.8055  0.54
33 H 2.1493 -1.8818 -1.9736  0.34
34 H 2.4515 0.1379 -0.8761  0.10
35 H 0.8367 0.1648 -0.1236  0.29
36 H 2.3449 -2.1748 0.7831  0.34
37 H 3.0720 -0.5502 1.2373  0.39
38 H 0.6929 -1.7071 2.0804  0.15
39 H -1.6659 -0.7712 -0.4074  0.12
40 H -2.7971 0.8465 1.0316  0.41
41 O 0.2053 1.8753 -2.3354  -0.45
42 C 0.9327 2.5546 -3.0360  0.99
43 C 2.3326 2.8061 -2.7300  -1.11
44 C 3.0697 3.5765 -3.5403  0.44
45 O 4.3539 3.8318 -3.3009  -0.58
46 C 2.4891 4.2028 -4.7741  0.90
47 O 3.2022 4.9072 -5.4613  -0.61
48 C 1.0931 3.9307 -5.0911  -0.85
49 C 0.3586 3.1582 -4.2820  0.26
50 O -0.9222 2.8804 -4.5322  -0.62
51 H 2.7387 2.3516 -1.8376  0.48
52 H 4.6501 4.4093 -4.0301  0.35
53 H 0.6899 4.3733 -5.9910  0.44
54 H -1.2213 2.3109 -3.7967  0.30
55 O 3.0976 -0.1463 9.0170  -0.62
56 C 2.7448 -0.6132 7.9495  1.04
57 C 2.3141 0.2032 6.8260  -0.84
58 C 1.9211 -0.3710 5.6794  0.43
59 O 1.5258 0.3566 4.6365  -0.51
60 C 1.9087 -1.8693 5.5188  0.86
61 O 1.5278 -2.3514 4.4704  -0.49
62 C 2.3641 -2.6824 6.6398  -1.06
63 C 2.7580 -2.1020 7.7787  0.36
64 O 3.1830 -2.8085 8.8268  -0.57
65 H 2.3264 1.2758 6.9576  0.43
66 H 1.2901 -0.2680 3.9198  0.29
67 H 2.3676 -3.7552 6.5077  0.43
68 H 3.4032 -2.1524 9.5149  0.35

Cartesian forces (eV/Å) of the 2 atoms listed first:
C -0.244 -0.861 0.073
C -0.247 0.595 -0.217

---

Below is a 2-piece molecular cluster, C4H8O2 overall, with properties calculated with ωB97M-V with the def2-TZVPD basis set.

Summary:
energy relative to the best compared isomer or geometry (same formula, charge and spin) = 4.8672 eV
LUMO = 0.9 eV
largest force on an atom = 0.4 eV/Å
total charge = 0
HOMO energy = -0.3053 hartree

Last column: Mulliken charge in e.
Positions of all 14 atoms, in Å:
1 O 2.2421 1.2685 0.0884  -0.29
2 C 2.5078 0.6484 1.2037  -0.20
3 C 0.0160 -1.3452 -0.4555  -1.24
4 C -0.8920 -0.1903 -0.7763  0.34
5 C -1.6101 0.5399 0.2695  -0.37
6 O -0.4548 1.1045 -0.3489  -0.51
7 H 1.2774 1.3710 -0.0886  0.47
8 H 0.9450 -1.2814 -1.0316  0.28
9 H 1.4988 0.4087 1.6663  0.06
10 H -0.4740 -2.2918 -0.7026  0.36
11 H 0.2728 -1.3576 0.6081  0.27
12 H -1.3123 -0.1730 -1.7813  0.35
13 H -1.4780 0.2401 1.3077  0.22
14 H -2.5388 1.0583 0.0411  0.25

Cartesian forces (eV/Å) of the 2 atoms listed first:
O 0.098 -0.055 0.172
C -0.370 0.097 -0.155

---

Below is an isolated molecule of C3H5NO2, with properties calculated with ωB97M-V with the def2-TZVPD basis set.

Summary:
energy relative to the best compared isomer or geometry (same formula, charge and spin) = 3.9577 eV
LUMO = 0.7 eV
largest force on an atom = 0.5 eV/Å
total charge = 0
HOMO energy = -0.3211 hartree

Last column: Mulliken charge in e.
Positions of all 11 atoms, in Å:
1 N 1.6505 0.3103 0.0129  -0.50
2 C 1.1494 -0.0962 -1.2837  -0.19
3 O -0.0364 -0.6287 -1.1557  -0.07
4 C -0.7437 -0.7698 0.1020  -0.31
5 C -1.4111 0.5386 0.4680  0.05
6 O -1.9959 0.7039 1.5063  -0.46
7 H 1.7656 1.3258 -0.0312  0.25
8 H 2.6195 -0.0041 -0.0326  0.31
9 H -0.0812 -1.0913 0.9063  0.30
10 H -1.5063 -1.5307 -0.0893  0.30
11 H -1.3373 1.3286 -0.3110  0.32

Cartesian forces (eV/Å) of the 2 atoms listed first:
N 0.115 -0.129 -0.281
C -0.286 -0.236 0.311